# 1
The following is a DFT calculation (ωB97M-V with the def2-TZVPD basis set) of C33H22N2O4PPtS2 as an isolated structure.

The geometry in XYZ format:
```
65
Properties=species:S:1:pos:R:3:lowdin_charge:R:1
Pt -0.7882 -0.1495 0.6449 0.7775
S -1.5428 2.0724 -0.1520 0.5582
S 1.3878 2.7448 -2.9805 0.6427
P -1.6949 -1.5594 -0.8254 0.9063
O 2.1841 1.6201 -3.3928 -0.2995
O 2.4853 0.0263 1.1257 0.0680
O 1.1764 3.8028 -3.9299 -0.2999
O -1.0301 1.5131 3.6379 0.0570
N -0.0620 2.2197 -2.3822 -0.0906
N 0.4728 0.6361 2.1029 -0.0514
C -4.1650 -2.6546 -1.6045 -0.0840
C 0.1966 -0.9692 -2.7804 -0.0667
C -3.8278 -0.3018 -2.0106 -0.0842
C 3.7301 1.4246 3.6127 -0.0096
C -0.5810 -2.0580 1.2384 -0.3417
C -0.1781 2.4848 -1.1169 -0.7766
C -5.4208 -2.5776 -2.1881 -0.0932
C 1.8410 0.5434 2.0140 -0.4733
C -0.6435 -1.9415 -2.2556 -0.3157
C -5.0818 -0.2320 -2.6000 -0.0789
C -3.3641 -1.5191 -1.5165 -0.3262
C 0.1016 -3.4922 -3.9411 -0.0969
C 1.3594 1.6807 3.9820 -0.0958
C -0.0067 -2.6612 2.3554 -0.0952
C -0.2341 -4.0100 2.5930 -0.0983
C -1.3594 -2.8581 0.3822 -0.3705
C -0.6895 -3.2057 -2.8423 -0.0902
C 0.9853 3.2259 -0.5200 -0.2214
C 1.5534 2.3681 5.1624 -0.0116
C -1.6079 -4.2011 0.6197 -0.0989
C 3.9406 2.1199 4.8016 -0.0885
C 2.3297 4.3450 1.0896 -0.0623
C 2.8703 2.5840 5.5630 -0.0900
C 0.9366 -2.5111 -4.4673 -0.0886
C 0.9827 -1.2521 -3.8903 -0.0633
C 1.1322 3.7220 0.7631 -0.0274
C -5.8766 -1.3657 -2.6895 -0.0971
C -1.0323 -4.7760 1.7449 -0.1095
C 3.3473 4.4794 0.1483 -0.0724
C 0.0976 1.2838 3.2560 -0.4726
C 3.1831 4.0180 -1.1530 -0.0351
C 1.9847 3.4049 -1.4532 -0.2210
C 2.4213 1.2219 3.2275 -0.0983
H -1.2016 -5.8231 1.9643 0.0916
H 0.6032 -2.0817 3.0380 0.0924
H 0.7116 2.7235 5.7425 0.1146
H 3.0698 3.1219 6.4820 0.0944
H 2.4773 4.7222 2.0943 0.1054
H 0.3222 3.6183 1.4716 0.1010
H 3.9580 4.1364 -1.8985 0.1174
H 0.2394 0.0111 -2.3251 0.0580
H 4.2763 4.9589 0.4308 0.1000
H 4.5500 1.0624 3.0061 0.1163
H -1.3364 -3.9734 -2.4315 0.0963
H -3.2115 0.5860 -1.9173 0.0592
H -2.2267 -4.7974 -0.0410 0.0870
H 0.2109 -4.4788 3.4635 0.0951
H 0.0701 -4.4787 -4.3873 0.0949
H -6.0425 -3.4620 -2.2496 0.0975
H 1.6192 -0.4749 -4.2915 0.0870
H -3.8141 -3.5995 -1.2084 0.0879
H 4.9520 2.3056 5.1427 0.0947
H -6.8566 -1.3050 -3.1465 0.0965
H 1.5543 -2.7332 -5.3289 0.0965
H -5.4386 0.7155 -2.9833 0.1032
```

Calculated values
Orbital gap   7.7 eV
Energy above the lowest of the compared OMol25 structures with the same formula, charge and spin   0.000 eV
Highest occupied orbital energy   -5.21 eV
Strongest force on any atom   0.32 eV Å⁻¹
Total charge   -1

---

# 2
The following is a DFT calculation (ωB97M-V with the def2-TZVPD basis set) of C59H86GeN2P2Si3TeZn as an isolated structure.

The geometry in XYZ format:
```
155
Properties=species:S:1:pos:R:3:lowdin_charge:R:1
Te -3.2910 -1.5861 -0.2052 1.2693
Ge -0.0308 -0.2704 2.5166 0.7897
Zn -0.6356 -0.7130 0.1756 0.3236
P -0.8642 1.8333 -1.2256 1.0105
P 1.7667 3.1071 -0.1846 0.9017
Si -3.3567 -3.9955 2.2336 0.4086
Si 2.9449 0.1112 -1.2555 0.6846
Si -5.4888 -1.2747 -2.7405 0.3920
N 0.2585 3.1018 -0.8763 -0.2828
N 0.7885 -1.9068 -0.8798 -0.2649
C -5.7887 -1.7233 -4.5249 -0.1672
C 4.2961 5.9521 -2.6679 -0.0407
C 0.3493 4.1522 1.9668 -0.0775
C 2.2151 -0.8287 4.3530 -0.2912
C 5.7638 0.2117 -1.7757 -0.0891
C 3.7541 3.6919 -2.0592 -0.0688
C -3.8502 3.1457 1.2072 -0.0594
C -1.6146 -3.7582 2.8702 -0.1740
C 3.2466 -3.0301 5.1396 -0.1008
C 2.7739 0.4569 -5.8926 -0.0532
C 3.4272 6.4350 -1.6979 -0.0490
C -2.3817 2.6655 -0.6511 -0.3654
C 4.7574 -0.0256 -0.8367 -0.2555
C -3.9388 -5.7468 2.4664 -0.1678
C -4.2248 4.1943 -0.9237 -0.0552
C -2.7548 2.4796 0.6801 -0.1299
C 2.7097 5.5499 -0.9104 -0.0684
C 3.3245 -0.7097 -3.8690 -0.1196
C -1.8727 0.7896 -5.0053 -0.0493
C 2.1900 1.3981 -3.7586 -0.1077
C 3.3319 -0.6429 -5.2514 -0.0554
C 4.4704 4.5850 -2.8381 -0.0422
C -1.5522 1.9027 -5.7680 -0.0500
C 0.5445 -2.0182 -2.3489 -0.1732
C 0.1866 -4.4920 -2.3384 -0.1590
C -0.7760 -1.4362 7.3321 -0.0983
C 6.4717 -0.5979 0.7842 -0.0656
C -0.7104 3.0120 -3.8043 -0.1191
C 7.1019 0.0440 -1.4441 -0.0621
C 0.9604 -4.4208 -1.0068 -0.1412
C 3.4973 -1.6011 4.6701 -0.2628
C -1.1862 -0.0710 5.2336 -0.2820
C 2.7450 3.9461 2.2330 -0.0741
C -1.0502 1.9057 -3.0293 -0.3919
C 1.5956 3.8135 1.4503 -0.3289
C -5.3963 0.5723 -2.4988 -0.1763
C -0.9677 3.0105 -5.1668 -0.0684
C -3.7855 -1.9818 -2.2609 -0.5462
C 2.7524 0.3107 -3.0949 -0.2715
C -4.5151 -2.7821 3.0563 -0.1843
C 2.1917 -1.5085 -0.6127 -0.2226
C -6.7542 -2.0579 -1.6153 -0.1773
C 2.2843 1.4219 -0.0115 -0.2995
C -1.5704 -0.0924 3.7476 -0.3605
C -1.0739 -1.4671 5.8383 -0.2848
C 2.8604 4.1725 -1.1033 -0.2916
C -3.3390 -3.6473 0.3591 -0.5380
C 0.5224 -3.2125 -0.1927 -0.2107
C 5.1380 -0.4266 0.4507 -0.0982
C -3.1299 3.5268 -1.4539 -0.0761
C 2.6386 4.3969 3.5362 -0.0490
C 2.2048 1.4755 -5.1459 -0.0595
C 7.4560 -0.3683 -0.1684 -0.0612
C -4.5868 4.0044 0.4026 -0.0528
C -0.4335 -3.1329 -2.6778 -0.1743
C 1.3898 4.7228 4.0556 -0.0455
C 1.3951 -1.4614 3.2238 -0.3706
C 0.2520 4.6142 3.2715 -0.0523
C -1.6172 0.7938 -3.6418 -0.1143
H 5.1706 4.2134 -3.5740 0.1192
H 7.8679 0.2313 -2.1851 0.1121
H -6.7319 -1.2979 -4.8739 0.0427
H 0.6480 1.1246 2.5972 -0.0411
H -0.9394 -4.5354 2.5024 0.0454
H -3.3691 -6.4534 1.8597 0.0390
H 0.2008 -1.0507 -2.7203 0.0948
H -2.5146 -4.1619 -0.1374 0.0041
H -5.2032 0.8272 -1.4537 0.0171
H -2.0643 0.8437 3.4767 0.0412
H -1.5989 -3.7971 3.9619 0.0399
H -6.5216 -1.8950 -0.5603 0.0162
H 3.3173 7.5000 -1.5456 0.1181
H -0.7143 4.8816 3.6779 0.1151
H -4.2738 -1.7440 2.8156 -0.0022
H 1.4291 0.9824 0.5171 -0.0471
H 3.5249 4.5012 4.1471 0.1170
H -0.0721 4.0307 -1.1231 0.0885
H -2.8700 3.6753 -2.4935 0.1010
H 3.7857 -1.4379 -5.8283 0.1147
H 2.7342 -3.6217 4.3789 0.0642
H -5.5497 -2.9594 2.7533 0.0423
H 1.7749 2.3352 -5.6424 0.1041
H 2.0477 5.9279 -0.1404 0.1131
H 2.4766 0.1987 4.0795 0.0900
H 3.9164 2.6283 -2.1805 0.0772
H -0.6753 -3.0801 -3.7404 0.1285
H 2.0365 -4.3771 -1.1857 0.1126
H -2.9810 -1.6195 -2.8953 -0.0282
H -2.3165 -0.0807 -5.4708 0.1116
H 1.0260 -3.1853 0.7735 0.1148
H -4.6005 1.0082 -3.1090 0.0228
H -0.2379 0.4580 5.3712 0.0945
H -2.1728 1.8191 1.3137 0.0615
H 4.1828 -3.5371 5.3716 0.0748
H 1.3094 5.0681 5.0777 0.1175
H 3.7904 -1.5626 -3.3840 0.1135
H -1.7510 1.9066 -6.8314 0.1172
H 0.8640 -4.7854 -3.1415 0.1169
H -1.8635 -0.0758 -3.0443 0.0579
H 2.3135 -1.4684 0.4700 0.0520
H -3.7939 -3.0715 -2.3295 0.0229
H -2.2929 -0.8921 3.5630 0.0282
H 8.4979 -0.5127 0.0849 0.1136
H -5.4488 4.5183 0.8067 0.1162
H 4.8497 6.6457 -3.2866 0.1193
H 2.7895 0.5192 -6.9728 0.1140
H -0.5482 -3.2865 0.0127 0.0616
H -3.8328 -6.0467 3.5112 0.0433
H -4.1300 2.9934 2.2416 0.1141
H 1.4897 -2.2325 -2.8565 0.1138
H -0.7386 -2.4419 7.7506 0.0750
H 3.0858 1.4773 0.7350 0.0692
H -4.9957 -1.3497 -5.1760 0.0258
H -1.9343 0.4965 5.7953 0.1132
H 4.3848 -0.6115 1.2133 0.0900
H 4.0453 -1.0609 5.4458 0.1092
H -7.7474 -1.6437 -1.7993 0.0428
H 1.6070 -0.7672 5.2593 0.0869
H -4.4693 -2.8869 4.1426 0.0428
H -0.5908 -5.2556 -2.2936 0.1141
H -0.5408 4.0468 1.3592 0.0870
H 2.6315 -3.0369 6.0422 0.0774
H 0.7884 -5.3144 -0.4059 0.1217
H 3.7198 3.7036 1.8220 0.1193
H 5.5062 0.5307 -2.7789 0.0989
H -4.2712 -4.0028 -0.0865 0.0199
H -6.3326 1.0560 -2.7851 0.0450
H -0.2887 -2.0267 5.3197 0.0805
H 4.1398 -1.6110 3.7817 0.0933
H 0.1844 -0.9558 7.5319 0.0725
H 6.7446 -0.9110 1.7837 0.1105
H -0.7085 3.8771 -5.7610 0.1179
H -2.0122 -2.0026 5.6592 0.1027
H -0.2523 3.8873 -3.3579 0.1063
H 2.8677 -2.3025 -0.9610 0.1078
H 0.9553 -2.4077 3.5433 0.0420
H -4.9929 -5.8473 2.2008 0.0406
H -1.2122 -2.7873 2.5715 -0.0294
H 2.0697 -1.7024 2.3984 0.0287
H -1.5452 -0.8796 7.8697 0.0773
H 1.7360 2.2046 -3.1951 0.0692
H -4.8001 4.8609 -1.5523 0.1160
H -5.8480 -2.8062 -4.6514 0.0400
H -6.8143 -3.1350 -1.7897 0.0409
H -1.3660 -2.9833 -2.1300 0.0521
```

Calculated values
Orbital gap   8.1 eV
Energy above the lowest of the compared OMol25 structures with the same formula, charge and spin   0.000 eV
Highest occupied orbital energy   -12.39 eV
Strongest force on any atom   0.40 eV Å⁻¹
Total charge   +2

---

# 3
The following is a DFT calculation (ωB97M-V with the def2-TZVPD basis set) of an isolated ion of composition C4H8BrN4O and charge +1 at a distorted geometry.

The geometry in XYZ format:
```
18
Properties=species:S:1:pos:R:3:lowdin_charge:R:1
Br 0.3377 -1.1590 -2.9097 0.8484
O -1.4987 -2.6902 1.5242 -0.1096
N 0.6592 2.6291 0.6121 0.0198
N 0.3909 -0.6260 -1.1040 -0.5075
N 0.4923 1.8947 -1.8347 0.1097
N 0.5594 1.2479 0.5668 0.0355
C 0.3369 -1.6821 0.0202 -0.1495
C 0.6042 3.0601 -0.8367 0.0508
C -1.2904 -1.9296 0.2819 -0.2227
C 0.4727 0.7192 -0.8474 -0.2597
H 0.7557 3.1541 1.5088 0.1846
H 0.9023 -1.3382 0.9857 0.1277
H 0.5959 0.7826 1.4996 0.1668
H -1.9062 -0.9121 0.2866 0.1385
H 0.6646 4.2058 -1.0649 0.1556
H -1.7289 -2.5613 -0.6096 0.1404
H -1.1498 -2.0729 2.2523 0.1156
H 0.8023 -2.7221 -0.3312 0.1554
```

Calculated values
Orbital gap   9.0 eV
Energy above the lowest of the compared OMol25 structures with the same formula, charge and spin   0.818 eV
Highest occupied orbital energy   -13.23 eV
Strongest force on any atom   8.00 eV Å⁻¹
Total charge   +1
SMILES   OCCN(Br)c1nc[nH][nH+]1

---

# 4
The following is a DFT calculation (ωB97M-V with the def2-TZVPD basis set) of a 2-piece molecular cluster, C6H7NS overall at a distorted geometry.

The geometry in XYZ format:
```
15
Properties=species:S:1:pos:R:3:lowdin_charge:R:1
S 1.6987 0.1131 -1.0622 0.9885
N -2.3841 -0.0754 -1.0410 0.1007
C 1.0010 1.1617 1.2128 -0.1940
C 0.1649 0.0438 0.9493 -0.2215
C -2.2754 1.0457 -0.8657 -0.0294
C 1.8938 1.3090 0.1988 -0.4256
C 0.3818 -0.6575 -0.1382 -0.6590
C -0.1558 -1.8766 -0.5757 -0.1516
H 0.9859 1.7068 2.1394 0.0945
H -1.1850 -1.8636 -0.4102 0.0291
H -0.7785 -0.2336 1.6494 0.1676
H -2.2949 1.9975 -0.4563 0.0504
H 2.6968 2.0531 0.0368 0.0668
H 0.2423 -2.7313 -0.0028 0.1051
H 0.0085 -1.9929 -1.6343 0.0785
```

Calculated values
Orbital gap   9.4 eV
Energy above the lowest of the compared OMol25 structures with the same formula, charge and spin   1.745 eV
Highest occupied orbital energy   -8.58 eV
Strongest force on any atom   5.31 eV Å⁻¹
SMILES   Cc1cccs1.C#N

---

# 5
The following is a DFT calculation (ωB97M-V with the def2-TZVPD basis set) of C3H5FO as an isolated structure at a distorted geometry.

The geometry in XYZ format:
```
10
Properties=species:S:1:pos:R:3:lowdin_charge:R:1
F 1.2084 0.6958 -0.8142 -0.0091
O -1.3386 -0.1729 0.0124 -0.0971
C -0.2437 -1.0296 -0.3414 -0.1257
C -0.5058 0.5264 0.9122 -0.1555
C 0.7664 -0.0386 0.2682 -0.2412
H -0.3617 -2.0366 -0.0339 0.1057
H -0.7249 1.6067 0.8123 0.1294
H -0.6661 0.3002 1.9752 0.1214
H -0.1421 -1.0785 -1.4216 0.1202
H 1.6267 -0.4199 0.8629 0.1519
```

Calculated values
Orbital gap   11.2 eV
Energy above the lowest of the compared OMol25 structures with the same formula, charge and spin   1.226 eV
Highest occupied orbital energy   -10.07 eV
Strongest force on any atom   2.09 eV Å⁻¹

---

# 6
The following is a DFT calculation (ωB97M-V with the def2-TZVPD basis set) of a 2-piece molecular cluster, C4HIN2 overall at a distorted geometry.

The geometry in XYZ format:
```
8
Properties=species:S:1:pos:R:3:lowdin_charge:R:1
I -1.0834 -0.8852 -2.4839 0.9683
N -1.2723 -2.1489 1.5316 0.1784
N 1.4379 0.8811 -2.2394 0.0485
C 0.4058 1.1446 1.2190 0.1691
C 0.5051 0.2215 -2.3790 -0.9850
C -0.0120 -0.0029 1.2747 -0.1215
C -0.6817 -1.1823 1.3174 -0.2892
H 0.7005 1.9719 1.7597 0.0315
```

Calculated values
Orbital gap   10.5 eV
Energy above the lowest of the compared OMol25 structures with the same formula, charge and spin   1.816 eV
Highest occupied orbital energy   -10.68 eV
Strongest force on any atom   3.66 eV Å⁻¹
SMILES   C#CC#N.N#CI